(1)
An isolated molecule of C6H13NS in a non-equilibrium geometry, computed with ωB97M-V/def2-TZVPD.

Results
Gap between HOMO and LUMO: 9.59 eV

Structure (XYZ):
```
21
Properties=species:S:1:pos:R:3:nbo_charge:R:1
C -1.64250 1.23602 0.43571 -0.6081
C -0.55419 0.75785 -0.50487 -0.2462
C 0.75330 1.55773 -0.54344 -0.2140
N 1.54725 0.32909 -0.60971 -0.5982
S 3.00293 0.20984 0.24266 0.1505
C 0.25457 -0.50769 -0.13186 0.1741
C 0.32076 -0.85830 1.33586 -0.6529
C 0.05160 -1.71961 -1.01115 -0.6235
H -2.46862 0.52331 0.45269 0.2105
H -2.02566 2.19965 0.09482 0.2158
H -1.26735 1.35965 1.45099 0.2055
H -0.96427 0.64595 -1.51096 0.2065
H 0.92632 2.20142 -1.40884 0.1938
H 0.91442 2.13821 0.37036 0.1725
H 3.73060 -0.21890 -0.79811 0.1068
H 1.09458 -1.60570 1.49751 0.2298
H -0.63417 -1.26274 1.66401 0.2197
H 0.56335 0.01347 1.94090 0.2123
H 0.81283 -2.46943 -0.80893 0.2158
H 0.10769 -1.43964 -2.05985 0.2189
H -0.92692 -2.15462 -0.81314 0.2100
```

---

(2)
A cluster of 2 separate species, C6H13O2 in total in a non-equilibrium geometry, computed with ωB97M-V/def2-TZVPD.

Results
Charge: -1
Gap between HOMO and LUMO: 7.15 eV

Structure (XYZ):
```
21
Properties=species:S:1:pos:R:3:nbo_charge:R:1
C -0.63477 -1.90398 0.73957 -0.0181
O -0.68198 -0.96143 1.74451 -0.9019
C 0.05705 -1.29546 -0.57108 -0.4473
C 1.04567 -0.15940 -0.31129 -0.4182
C 1.11797 0.97520 -1.34782 -0.4499
C -0.00136 3.21806 -1.74350 -0.4375
C 0.29002 2.18594 -0.95916 -0.1404
H -1.67450 -2.19763 0.48635 0.1127
H -0.11826 -2.82312 1.09672 0.0981
H 0.65019 -2.08130 -1.07266 0.1708
H -0.87617 -1.12347 -1.09277 0.1972
H 0.72613 0.27056 0.64543 0.2501
H 2.04143 -0.58167 -0.28498 0.1820
H 2.13751 1.35126 -1.51169 0.1998
H 0.82158 0.44217 -2.26764 0.2074
H 0.32853 3.22403 -2.78223 0.1728
H -0.43953 4.15599 -1.41413 0.1880
H -0.02481 2.18089 0.08141 0.2067
H -1.57091 -1.42025 2.66079 0.4979
H -1.19175 -1.84470 4.19893 0.4292
O -2.00201 -1.61166 3.70522 -1.0995
```

---

(3)
A cluster of 2 separate species, C6H13O2 in total in a non-equilibrium geometry, computed with ωB97M-V/def2-TZVPD.

Results
Charge: -1
Gap between HOMO and LUMO: 7.86 eV

Structure (XYZ):
```
21
Properties=species:S:1:pos:R:3:nbo_charge:R:1
C 1.77864 -0.17921 2.27798 -0.5210
C 2.81911 0.92777 2.33616 -0.6137
C 0.37210 0.33083 1.88412 0.7591
O -0.46699 -0.53519 1.54933 -0.8014
O 0.19507 1.57447 1.91740 -0.7939
H 2.06171 -0.90899 1.51542 0.1927
H 1.62947 -0.77418 3.19070 0.1931
H 3.82721 0.59243 2.61158 0.1715
H 2.49025 1.80723 2.88011 0.2227
H 2.87353 1.28068 1.30245 0.2003
C -1.70883 -0.44873 -1.35568 -0.4284
C -2.58657 0.41260 -2.27165 -0.6087
C -0.48870 -1.05512 -2.07487 -0.6036
H -1.40252 0.13102 -0.48507 0.2648
H -2.27579 -1.22950 -0.85397 0.1968
H -2.11606 0.58447 -3.24492 0.1839
H -0.25942 -0.50094 -2.97985 0.1813
H 0.34224 -1.12997 -1.38185 0.2293
H -0.74647 -2.05874 -2.44707 0.1801
H -3.46450 -0.18050 -2.54953 0.1858
H -2.87346 1.35956 -1.82078 0.2093
```

---

| no. | DFT total energy (eV) | LUMO (Eh) |
| --- | --- | --- |
| 1 | -18757.2286 | 0.03244 |
| 2 | -10526.6581 | 0.13158 |
| 3 | -10529.1453 | 0.14230 |